1.
Below is a structure of composition C40H44N6O3P2S3Se2V at a distorted geometry, with properties calculated with ωB97M-V with the def2-TZVPD basis set.

Values from the calculation:
LUMO (spin up / spin down)   0.197 / 0.084 eV
Charge   0
Multiplicity   4
Molecular weight   1023.84 Da

The geometry in XYZ format:
```
101
C40H44N6O3P2S3Se2V (ωB97M-V with the def2-TZVPD basis set)
V 0.253 -0.216 0.393
C 2.830 -0.417 -2.206
C 2.599 -1.867 -2.621
S 1.603 -2.873 -1.487
C 0.460 -3.597 -2.663
C -0.479 -2.629 -3.404
S -1.342 -1.481 -2.320
C -1.050 0.074 -3.177
C 0.407 0.523 -3.349
S 1.392 0.614 -1.845
H 3.420 -0.377 -1.291
H 3.393 0.090 -2.991
H 2.127 -1.912 -3.600
H 3.575 -2.339 -2.711
H 1.030 -4.177 -3.389
H -0.126 -4.308 -2.075
H 0.073 -2.065 -4.157
H -1.232 -3.215 -3.930
H -1.518 0.024 -4.162
H -1.616 0.806 -2.592
H 0.929 -0.134 -4.046
H 0.409 1.521 -3.783
C 3.033 -1.222 4.019
C 2.970 -0.032 3.078
C 4.098 0.949 3.353
O 1.705 0.587 3.300
C 3.116 -0.570 1.638
O 4.184 -0.994 1.255
O 2.038 -0.562 0.847
H 3.155 -0.870 5.049
H 3.871 -1.871 3.757
H 2.102 -1.798 3.958
H 4.048 1.272 4.396
H 4.018 1.829 2.709
H 5.062 0.478 3.161
H 1.721 1.469 2.901
Se -6.290 2.240 -0.258
P -4.627 3.247 0.529
C -4.399 4.887 -0.198
C -3.623 5.865 0.419
C -3.466 7.117 -0.161
C -4.083 7.396 -1.376
C -4.859 6.426 -1.999
C -5.025 5.176 -1.410
C -4.783 3.426 2.330
C -4.608 2.255 3.075
C -4.888 2.238 4.433
C -5.341 3.391 5.068
C -5.522 4.554 4.334
C -5.255 4.572 2.964
C -3.055 2.286 0.337
C -1.693 2.385 0.668
N -1.171 1.160 0.429
N -2.154 0.342 0.022
N -3.287 0.996 -0.036
P -0.539 3.722 1.088
Se 1.476 3.133 1.325
C -1.121 4.463 2.621
C -1.349 3.613 3.707
C -1.704 4.141 4.940
C -1.827 5.519 5.098
C -1.588 6.366 4.025
C -1.233 5.838 2.788
C -0.688 4.930 -0.245
C 0.075 6.101 -0.168
C 0.056 7.016 -1.209
C -0.702 6.758 -2.347
C -1.434 5.582 -2.445
C -1.429 4.667 -1.396
H -3.148 5.657 1.367
H -2.862 7.872 0.333
H -3.964 8.374 -1.833
H -5.347 6.644 -2.943
H -5.646 4.419 -1.875
H -4.284 1.347 2.572
H -4.775 1.320 5.003
H -5.565 3.376 6.129
H -5.886 5.451 4.822
H -5.437 5.478 2.399
H -1.232 2.539 3.594
H -1.881 3.478 5.780
H -2.111 5.932 6.060
H -1.679 7.440 4.146
H -1.047 6.506 1.956
H 0.710 6.279 0.692
H 0.648 7.922 -1.142
H -0.714 7.473 -3.162
H -2.019 5.374 -3.334
H -2.014 3.759 -1.476
N -2.510 -1.200 4.915
C -1.746 -1.701 3.886
C -1.267 -0.852 2.882
N -0.500 -1.304 1.919
C -0.183 -2.614 1.914
C -0.674 -3.433 2.902
N -1.455 -2.990 3.889
H -2.966 -0.315 4.801
H -2.960 -1.879 5.504
H -1.510 0.206 2.870
H 0.467 -2.975 1.133
H -0.433 -4.490 2.897
```

=====

2.
Below is a structure of composition C32H55N4OP2Pt at a distorted geometry, with properties calculated with ωB97M-V with the def2-TZVPD basis set.

Values from the calculation:
LUMO (spin up / spin down)   -9.619 / -11.154 eV
Charge   +3
Multiplicity   5
Molecular weight   768.85 Da

The geometry in XYZ format:
```
95
C32H55N4OP2Pt (ωB97M-V with the def2-TZVPD basis set)
C 0.975 -0.822 -2.991
C 2.483 -0.408 -1.228
C 2.011 -1.155 -3.860
C 3.543 -0.874 -2.053
C 3.302 -1.266 -3.355
H 1.781 -1.349 -4.908
H 4.555 -0.830 -1.669
H 4.112 -1.646 -3.980
N 1.199 -0.612 -1.692
P -1.719 -0.789 -2.252
P 2.105 0.930 1.453
C -0.417 -0.635 -3.556
H -0.501 0.354 -4.018
H -0.588 -1.346 -4.362
C 2.809 0.355 -0.052
H 3.888 0.241 0.146
C 3.362 2.426 1.748
C 2.086 -0.149 3.064
C -3.102 0.480 -2.591
C -2.193 -2.566 -2.647
C 2.337 3.505 2.132
H 1.983 3.387 3.163
H 2.741 4.520 2.018
H 1.454 3.435 1.487
C 4.479 2.285 2.801
H 4.138 2.081 3.820
H 5.227 1.525 2.526
H 5.023 3.246 2.841
C 4.071 2.782 0.442
H 4.427 3.818 0.486
H 4.955 2.163 0.254
H 3.404 2.682 -0.418
C 1.774 0.792 4.236
H 0.739 1.154 4.152
H 1.856 0.237 5.180
H 2.426 1.665 4.306
C 0.977 -1.201 3.091
H -0.005 -0.742 2.938
H 1.120 -1.992 2.354
H 0.968 -1.676 4.087
C 3.433 -0.863 3.107
H 4.284 -0.179 3.165
H 3.470 -1.522 3.985
H 3.553 -1.493 2.217
C -3.201 -3.006 -1.579
H -3.590 -3.993 -1.871
H -2.735 -3.094 -0.590
H -4.052 -2.313 -1.502
C -0.936 -3.457 -2.602
H -0.179 -3.145 -3.331
H -0.473 -3.489 -1.612
H -1.239 -4.478 -2.872
C -2.804 -2.724 -4.056
H -2.808 -3.799 -4.288
H -3.841 -2.379 -4.105
H -2.230 -2.228 -4.849
C -2.515 1.643 -3.403
H -2.441 1.406 -4.473
H -3.183 2.513 -3.306
H -1.529 1.948 -3.034
C -3.590 1.019 -1.235
H -2.755 1.442 -0.666
H -4.327 1.816 -1.412
H -4.062 0.235 -0.627
C -4.324 -0.069 -3.344
H -4.079 -0.389 -4.364
H -4.833 -0.884 -2.810
H -5.055 0.750 -3.437
Pt -0.469 -0.303 -0.263
C -0.580 -2.045 0.383
O -0.629 -3.106 0.862
N 0.278 1.549 -0.569
C 1.219 2.310 -0.686
C 1.034 3.794 -1.259
C 2.325 4.544 -1.508
C 0.314 3.690 -2.601
C 0.151 4.582 -0.291
H 2.794 4.878 -0.578
H 3.009 3.941 -2.113
H 2.087 5.448 -2.088
H -0.768 3.585 -2.452
H 0.461 4.608 -3.188
H 0.717 2.868 -3.211
H -0.292 5.430 -0.830
H -0.670 3.955 0.077
H 0.722 4.997 0.543
N -1.661 1.517 2.152
C -2.581 1.548 3.152
C -3.277 0.356 3.083
C -2.747 -0.356 1.997
N -1.738 0.354 1.444
H -1.007 2.263 1.926
H -2.688 2.389 3.828
H -4.074 0.026 3.725
H -3.078 -1.304 1.600
```